{
  "formula": "C8H28Ba3O8",
  "method": "ωB97M-V with the def2-TZVPD basis set",
  "e_lumo_ev": -15.24,
  "e_tot_ev": -27169.691,
  "homo_ev": -18.17,
  "total_charge": 4,
  "symbols": ["O", "H", "H", "H", "C", "H", "Ba", "H", "O", "H", "H", "H", "H", "C", "H", "H", "C", "C", "O", "H", "H", "C", "O", "C", "H", "O", "H", "O", "C", "H", "H", "H", "Ba", "Ba", "O", "H", "H", "H", "H", "H", "H", "H", "O", "H", "H", "C", "H"],
  "coordinates": [[-0.44914, -4.39903, 2.49466], [3.42421, 0.64355, -3.77818], [0.00128, 2.74731, 3.18682], [-2.44617, 1.21107, -1.73542], [-0.14527, -0.90541, 0.42233], [-4.69561, 1.80689, -2.22091], [3.00650, -2.20721, -0.23328], [0.64123, -1.95401, -4.59125], [2.14884, -1.99733, -3.16172], [2.91317, 1.20845, -1.46808], [-0.87501, 0.56794, 2.73011], [-3.63582, -0.19192, -1.51888], [0.07103, -5.73960, 0.95074], [-3.35769, 0.82994, -1.24486], [1.16943, 4.74182, 1.48051], [-1.15763, -0.80103, 0.83896], [3.52895, 1.65028, -3.35093], [0.53349, 0.43019, 0.10098], [-1.28049, 1.31336, 3.18164], [0.32125, 1.17966, 0.89525], [-0.32809, -6.47231, 2.49704], [0.76329, -1.84915, -3.51630], [1.91864, 0.43962, -0.10868], [0.35072, 4.30918, 2.04524], [2.62176, 2.18299, -3.64724], [-4.37730, 1.77338, -1.31228], [0.08555, -2.52053, -2.99268], [0.51268, -1.96005, 1.16426], [-2.49343, 1.66534, 2.46938], [4.36764, 2.14909, -3.82166], [2.71387, -1.56922, -3.81478], [-3.02812, 0.73597, -0.19750], [1.52001, -2.78448, 3.58951], [2.93016, 1.23301, 2.35192], [3.69465, 1.50568, -1.94454], [-0.47704, -1.34140, -0.53645], [-0.45671, 4.05832, 1.35030], [-3.01708, 2.40004, 3.06966], [-1.60999, -5.78880, 1.39676], [0.42402, -0.84122, -3.24648], [-0.12906, 0.84355, -0.67239], [-0.10077, 5.05354, 2.70093], [0.79795, 3.15084, 2.79222], [-2.25159, 2.10474, 1.49815], [-0.42743, -3.71205, 1.80473], [-0.61007, -5.68735, 1.80696], [-3.11080, 0.78635, 2.29546]],
  "forces_ev_per_a": [[1.19, 0.66, -0.04], [0.23, 0.14, -0.27], [-0.01, -0.14, -0.05], [-0.13, -0.46, -0.50], [-1.17, -1.55, -0.93], [-0.16, 0.12, 0.05], [-1.35, 1.01, -2.71], [-0.08, -0.24, 0.02], [0.28, -0.57, 1.54], [-0.50, 0.16, -0.59], [-0.31, -0.03, -0.23], [-0.01, 0.15, -0.52], [0.07, 0.10, 0.14], [0.93, 0.09, 0.87], [0.17, -0.05, 0.17], [0.30, 0.71, 0.43], [-0.92, -0.84, -0.44], [-0.64, 0.74, 1.60], [0.37, -0.02, 0.25], [-0.08, -0.23, 0.42], [-0.35, -0.04, 0.15], [-0.47, 1.27, -0.42], [1.11, -1.65, 1.19], [-0.81, 0.49, -0.33], [0.04, 0.20, 0.36], [-0.16, -0.12, 0.02], [0.57, -0.54, 0.04], [2.60, 0.55, 1.40], [0.05, 0.05, -0.39], [0.26, 0.00, 0.39], [-0.17, -0.01, -0.18], [-0.41, 0.15, 0.05], [-2.40, -1.34, -0.18], [-1.41, 2.45, -1.41], [0.88, 0.18, 0.67], [0.68, -0.14, -0.11], [0.26, -0.36, -0.07], [-0.06, -0.08, 0.10], [-0.20, -0.02, 0.46], [0.13, 0.00, -0.13], [0.69, -0.03, -0.58], [0.45, 0.00, 0.26], [0.78, -0.74, -0.17], [0.02, 0.07, 0.07], [-0.57, -0.09, -0.15], [0.47, -0.02, -0.48], [-0.12, 0.03, 0.23]],
  "lowdin_charge": [-0.32, 0.06, 0.04, 0.07, -0.34, 0.10, 1.84, 0.11, -0.24, -0.01, 0.03, 0.09, 0.09, -0.20, 0.09, 0.12, -0.11, -0.39, -0.16, 0.07, 0.10, -0.10, -0.62, -0.08, 0.09, -0.07, 0.09, -0.68, -0.07, 0.10, 0.09, 0.04, 1.90, 1.88, -0.16, 0.11, 0.09, 0.11, 0.11, 0.08, 0.13, 0.11, -0.31, 0.08, 0.00, -0.05, 0.09]
}

{
  "formula": "C8H28BrMgN2O5",
  "method": "ωB97M-V with the def2-TZVPD basis set",
  "e_lumo_ev": -8.02,
  "e_tot_ev": -97446.879,
  "homo_ev": -11.68,
  "total_charge": 1,
  "symbols": ["C", "H", "H", "C", "H", "Mg", "H", "H", "H", "H", "H", "N", "C", "Br", "H", "H", "H", "H", "H", "H", "H", "H", "H", "H", "C", "O", "H", "H", "H", "H", "C", "H", "C", "H", "H", "C", "O", "H", "O", "C", "N", "H", "H", "O", "O"],
  "coordinates": [[6.63128, -11.87994, -28.15469], [7.06780, -11.62479, -29.13147], [6.04384, -10.37434, -25.33501], [4.93512, -11.97512, -20.80841], [3.50736, -8.66891, -25.94005], [6.94471, -7.43582, -22.96590], [5.79395, -11.70280, -20.19214], [5.22222, -14.33745, -21.82227], [6.22548, -9.91525, -27.51240], [8.44330, -9.64109, -26.28659], [5.43893, -13.39355, -29.87098], [6.40473, -11.18379, -25.82707], [4.98823, -13.37331, -28.87957], [5.01714, -8.43751, -23.89497], [6.98048, -15.86316, -22.20830], [6.25751, -11.62728, -22.43686], [3.90609, -13.46290, -28.94117], [4.66125, -6.15158, -25.54300], [4.26900, -11.10761, -20.77751], [8.56760, -9.69320, -28.02769], [4.08628, -10.87260, -22.92591], [2.58057, -5.26533, -23.22526], [5.32993, -14.20054, -28.24621], [7.50057, -15.23402, -23.80916], [5.36294, -12.25097, -22.25133], [7.13442, -13.80438, -22.38559], [4.44419, -12.83807, -20.36528], [4.16479, -4.71504, -25.74259], [2.38371, -7.96016, -26.70874], [8.99960, -11.11500, -27.08659], [6.85199, -10.75949, -27.17799], [7.16620, -12.78473, -27.80704], [5.75053, -13.66802, -22.52355], [3.33782, -6.57079, -22.94153], [5.56867, -11.74581, -26.00774], [7.56978, -15.10300, -22.72388], [4.96145, -5.24774, -25.67075], [5.39639, -13.96524, -23.52283], [5.26235, -12.13400, -28.23557], [8.28787, -10.28907, -27.15744], [4.26924, -11.83862, -23.17384], [8.61312, -15.15995, -22.42560], [4.62818, -11.84693, -24.12691], [3.33083, -5.62981, -22.74686], [3.19596, -8.46251, -26.82509]],
  "forces_ev_per_a": [[0.70, -0.42, 0.03], [-0.16, 0.07, -0.01], [0.17, -0.01, -0.03], [0.18, 0.24, -0.11], [-0.21, -0.12, -0.07], [-0.94, -0.20, -0.54], [0.05, -0.27, 0.03], [0.12, 0.02, -0.08], [0.07, -0.16, -0.09], [0.04, -0.09, 0.00], [0.02, -0.19, -0.07], [-0.25, -0.24, -0.49], [-0.32, 0.26, 0.59], [0.92, 0.40, 0.61], [0.03, -0.12, 0.01], [-0.02, -0.25, -0.11], [0.00, 0.10, -0.22], [-0.22, -0.03, -0.21], [-0.14, -0.16, 0.05], [-0.21, -0.10, -0.12], [-0.35, -0.05, -0.27], [-0.06, 0.01, 0.06], [0.26, -0.03, -0.26], [-0.05, -0.22, 0.03], [-0.22, 1.32, -0.19], [0.14, 0.04, 0.18], [-0.18, 0.09, 0.06], [-0.01, 0.03, 0.00], [-0.08, -0.08, -0.01], [-0.10, -0.03, 0.13], [-0.40, 0.74, 0.18], [-0.06, 0.17, 0.05], [-0.46, -0.76, -0.03], [-0.24, -0.01, -0.03], [0.20, -0.02, 0.12], [0.20, 0.34, -0.16], [0.38, -0.08, 0.19], [0.28, 0.08, -0.08], [-0.40, -0.26, -0.17], [0.49, 0.16, 0.23], [0.47, -0.12, 0.56], [0.02, -0.18, 0.01], [-0.13, -0.03, 0.19], [0.29, -0.01, 0.07], [0.18, 0.18, -0.02]],
  "lowdin_charge": [-0.25, 0.14, -0.05, -0.05, -0.08, 1.09, 0.08, 0.13, 0.14, 0.06, 0.09, 0.05, -0.08, 0.29, 0.09, 0.12, 0.09, -0.05, 0.07, 0.08, -0.01, 0.05, 0.09, 0.09, -0.44, -0.18, 0.08, 0.04, 0.04, 0.09, -0.44, 0.14, -0.24, -0.06, 0.06, -0.10, -0.07, 0.13, -0.19, -0.07, 0.04, 0.09, 0.04, -0.08, -0.06]
}

{
  "formula": "C8H28N2O5",
  "method": "ωB97M-V with the def2-TZVPD basis set",
  "smiles": "COC[C@H](C)N.COC[C@H](C)N.O.O.O",
  "e_lumo_ev": 0.78,
  "e_tot_ev": -21966.128,
  "de_lowest_kcal_mol": 28.9,
  "homo_ev": -9.16,
  "symbols": ["H", "H", "O", "H", "H", "O", "C", "H", "N", "H", "C", "H", "H", "H", "H", "H", "H", "O", "H", "C", "H", "H", "H", "H", "H", "C", "H", "H", "C", "H", "H", "H", "C", "H", "H", "O", "H", "O", "C", "H", "C", "N", "H"],
  "coordinates": [[4.44149, -1.48129, -1.46391], [-2.54347, -2.28242, 4.29662], [-0.41614, 0.89680, 2.20124], [0.62443, -2.40580, 0.64200], [-2.07925, -0.16949, -0.14795], [1.30707, -0.87270, 0.30815], [2.57022, 2.01934, -2.78053], [-2.99197, -1.84850, 1.67524], [-2.43904, 0.63903, 0.33881], [-4.84180, -1.12478, -0.01122], [1.11486, 1.64789, -2.70492], [4.60577, 1.04589, -2.41323], [0.93608, 0.67139, -3.15500], [-4.14212, -1.23356, 2.70973], [3.86709, 2.53403, -4.28451], [5.24999, -0.27303, -0.63193], [1.88732, -0.42854, -0.31014], [0.34359, -3.29437, 0.86064], [-5.02493, 0.60166, -0.53688], [3.54155, 0.81722, -2.35624], [2.74792, 2.92883, -2.20663], [0.79318, 1.53886, -1.66918], [-0.49716, 1.75443, 2.61856], [2.54299, 3.38552, -4.24889], [-5.72837, -0.02393, 0.92976], [-4.84383, -0.07874, 0.29519], [-1.29924, -2.36696, 3.14930], [0.62931, -0.22686, 0.50755], [-1.80443, -1.65346, 3.80030], [-1.12298, -1.16190, 4.49463], [-3.80829, 0.97226, 1.85387], [4.04761, -1.21816, 0.26181], [-3.60184, 0.15429, 1.16365], [-1.08845, 0.36077, 2.62183], [-0.06739, -3.62004, 0.05984], [3.26411, 0.22873, -1.06554], [-1.61101, 0.79919, 0.89450], [-2.32228, -0.51660, 3.15918], [-3.22781, -0.92449, 2.20315], [3.34403, 0.05476, -3.10974], [4.26400, -0.73402, -0.69049], [2.87240, 2.43714, -4.13856], [0.50679, 2.45163, -3.12006]],
  "forces_ev_per_a": [[-0.63, -0.32, -0.16], [-0.46, 0.49, 0.35], [1.50, 0.73, -0.27], [0.51, 0.69, -0.21], [-0.35, -0.46, -0.88], [-0.62, -0.28, 0.36], [1.20, -0.24, 0.99], [1.03, -0.17, -0.09], [-0.81, -1.10, -0.14], [0.03, -0.02, -0.65], [-0.15, -0.34, 0.88], [0.03, 0.49, 0.05], [-0.15, 0.22, -0.46], [-0.48, 0.19, 0.29], [0.32, -0.22, 0.04], [0.03, 0.50, 0.35], [0.51, 0.29, -0.54], [-0.50, -0.90, 0.41], [0.64, -0.06, 0.11], [-1.28, 0.20, -0.31], [0.05, -0.38, 1.07], [0.07, 0.08, 0.17], [0.15, 0.28, 0.02], [-0.35, 0.05, -0.15], [-0.09, 0.14, 0.14], [-0.08, -1.09, 1.18], [0.39, 0.43, -0.46], [-0.20, 0.33, 0.45], [0.99, 0.01, 1.04], [0.21, -0.91, 0.38], [-0.23, 0.61, -0.25], [-0.43, 0.28, -0.18], [1.48, 1.85, 0.57], [-0.63, -0.57, 0.51], [-0.07, -0.14, -0.13], [0.57, 0.30, -0.33], [-0.31, 0.73, 0.59], [-0.14, -0.40, -0.53], [-2.78, -0.76, -2.09], [0.08, -0.23, -0.23], [0.60, 0.34, -0.60], [0.44, -0.38, -1.00], [-0.07, -0.26, -0.29]],
  "lowdin_charge": [0.09, 0.09, -0.05, -0.05, 0.06, -0.04, -0.43, 0.13, 0.04, 0.07, -0.06, 0.12, 0.09, 0.13, 0.07, 0.08, 0.00, -0.07, 0.08, -0.14, 0.13, 0.07, 0.06, 0.07, 0.07, -0.06, 0.09, 0.02, -0.08, 0.11, 0.13, 0.10, -0.39, -0.02, 0.02, -0.23, 0.00, -0.20, -0.24, 0.12, -0.08, 0.01, 0.08]
}

{
  "formula": "C8H28O7",
  "method": "ωB97M-V with the def2-TZVPD basis set",
  "smiles": "C=CCC(=C)CCC.O.O.O.O.O.O.O",
  "e_lumo_ev": 0.21,
  "e_tot_ev": -23081.461,
  "de_lowest_kcal_mol": 28.7,
  "homo_ev": -9.70,
  "symbols": ["H", "H", "H", "H", "H", "H", "O", "H", "C", "O", "H", "H", "H", "O", "H", "C", "H", "C", "O", "H", "H", "C", "C", "H", "O", "C", "C", "H", "H", "H", "H", "H", "H", "C", "O", "H", "H", "H", "H", "O", "H", "H", "H"],
  "coordinates": [[2.08044, -0.85969, -1.74451], [0.64102, -3.35289, -1.28208], [0.29606, 2.90073, 1.13464], [0.21022, 0.23655, -2.62832], [-2.02631, -2.12721, -2.19740], [-2.13884, 2.57619, 3.00346], [1.30218, -1.35366, 3.54345], [-0.80038, 1.09703, 0.33721], [0.20037, 0.83291, 0.67532], [-0.44968, 2.60327, -2.47860], [-0.87301, -0.60451, -3.35706], [-3.37740, 2.06835, -0.82479], [2.49438, 0.69478, -0.88299], [2.73447, -2.59542, 1.41354], [0.66637, -2.05437, -2.39945], [-1.21792, -2.87231, -2.12837], [-0.38489, 1.90413, -3.15339], [-0.12973, -1.50593, -0.31647], [-0.16892, 0.04234, -3.50017], [2.80130, -2.00860, 0.65084], [1.95524, -3.15682, 1.36363], [1.00579, 2.09934, 0.93049], [0.11572, -2.42896, -1.54218], [0.18693, -2.03877, 0.56961], [-2.64876, 2.46739, -0.33494], [0.68542, -0.22129, -0.28522], [1.79965, -0.11436, -1.00701], [-1.18840, -1.30650, -0.40711], [0.36606, 3.11465, -2.49341], [2.78946, 3.15713, 1.30727], [1.44639, -0.39715, 3.56244], [-2.41572, 2.81686, 1.48682], [1.78231, -1.69457, 2.76130], [2.30471, 2.21374, 1.12891], [-2.26603, 3.26317, 2.33291], [-2.71734, -0.07018, 3.26371], [2.98937, 1.38545, 1.06188], [0.13070, 0.40177, 1.68071], [-1.51837, -0.78412, 3.09228], [-1.77514, 0.08389, 3.45098], [-1.20163, -3.27256, -3.15342], [-1.71949, -3.69264, -1.60812], [-1.96660, 2.55282, -1.02637]],
  "forces_ev_per_a": [[0.01, -0.03, 0.19], [0.12, 0.17, 0.24], [0.54, 0.42, -0.22], [0.01, -0.39, 0.08], [0.48, 0.39, 0.27], [0.02, 0.10, -0.38], [-0.14, 0.06, -0.36], [-0.13, 0.08, 0.30], [0.79, -0.09, 0.24], [-0.19, 0.00, 0.10], [0.18, 0.18, 0.03], [-0.13, 0.09, 0.27], [-0.08, 0.37, -0.11], [0.34, 0.04, 0.50], [0.27, 0.65, 0.38], [-1.53, -0.88, -0.85], [0.00, 0.28, 0.08], [1.04, 0.25, -1.72], [-0.16, 0.12, -0.20], [-0.45, -0.21, -0.15], [0.07, 0.06, -0.54], [-1.19, -0.43, 0.02], [-0.55, -0.88, -0.35], [-0.68, -0.13, 0.53], [0.08, -0.29, -0.77], [0.47, -0.14, 0.05], [0.20, -0.21, -0.16], [-0.31, 0.28, 0.99], [-0.08, -0.11, -0.06], [-0.15, 0.32, 0.32], [0.03, -0.30, -0.04], [-0.02, -0.01, 0.08], [0.10, 0.39, 0.50], [0.35, 0.12, -0.27], [0.09, -0.08, 0.37], [-0.09, 0.92, 0.43], [0.03, -0.31, -0.11], [-0.51, -0.32, -0.16], [1.08, 0.34, 0.38], [-0.97, -1.22, -0.73], [0.66, 0.16, 0.12], [0.26, 0.06, 0.50], [0.15, 0.20, 0.21]],
  "lowdin_charge": [0.07, 0.11, 0.10, 0.00, 0.07, 0.02, -0.07, 0.09, -0.15, -0.05, 0.04, 0.06, 0.05, -0.04, 0.08, -0.14, 0.01, -0.14, -0.05, 0.04, 0.05, -0.15, -0.25, 0.10, -0.06, -0.30, 0.03, 0.11, 0.06, 0.05, 0.04, -0.02, -0.01, 0.00, -0.08, 0.05, 0.05, 0.10, 0.03, -0.06, 0.08, 0.07, 0.02]
}

{
  "formula": "C8H2F5LiN2OS2Te",
  "method": "ωB97M-V with the def2-TZVPD basis set",
  "e_lumo_ev": 4.04,
  "e_tot_ev": -56116.499,
  "homo_ev": -0.78,
  "total_charge": -2,
  "symbols": ["C", "F", "C", "F", "C", "C", "F", "N", "F", "Li", "S", "H", "F", "N", "C", "Te", "C", "H", "S", "C", "C", "O"],
  "coordinates": [[4.50632, 12.31962, 5.26746], [2.99052, 5.54427, 5.51833], [6.18190, 13.37879, 6.69783], [6.30033, 5.80439, 7.45800], [6.35808, 10.16863, 4.81618], [3.52286, 13.24796, 5.56576], [4.69608, 7.54347, 6.29681], [2.60909, 13.89231, 5.87920], [4.55818, 3.85540, 6.77838], [5.69915, 7.24341, 4.39585], [4.61765, 9.04505, 2.88480], [3.13052, 11.19609, 4.07195], [3.71590, 5.92114, 8.06531], [6.48808, 14.26423, 7.39201], [6.68407, 11.27629, 5.62533], [4.66236, 5.62772, 6.46673], [4.17525, 11.26614, 4.36780], [7.66740, 11.31536, 6.11302], [7.51419, 8.99987, 4.44885], [5.78701, 12.36159, 5.81133], [5.07336, 10.18098, 4.09405], [5.46083, 5.56809, 4.80238]],
  "forces_ev_per_a": [[0.81, -1.79, -1.69], [0.35, 0.01, 1.41], [0.38, 2.01, 1.13], [-1.31, -0.48, -0.18], [-0.95, 1.37, -0.84], [-2.02, 1.26, 0.96], [-0.36, -0.72, 0.49], [0.71, -0.13, -0.38], [-0.11, -1.90, 0.77], [0.31, 1.51, -0.72], [-0.01, -0.50, 0.21], [0.36, 0.05, -0.43], [0.36, -0.33, -0.58], [-0.26, -1.10, -0.71], [-0.75, 0.32, -0.18], [1.14, 3.42, -3.52], [0.79, -0.56, 1.33], [-0.49, -0.07, -0.30], [0.94, -1.26, 0.21], [0.90, -1.52, 0.25], [-0.44, 1.65, 0.62], [-0.36, -1.22, 2.15]],
  "lowdin_charge": [-0.25, -0.41, -0.23, -0.40, -0.84, -0.24, -0.42, 0.11, -0.37, 0.45, 0.38, 0.09, -0.37, 0.11, -0.09, 1.81, -0.08, 0.10, 0.41, -0.24, -0.81, -0.69]
}

| no. | orbital gap (eV) |
| --- | --- |
| 1 | 2.92 |
| 2 | 3.66 |
| 3 | 9.94 |
| 4 | 9.91 |
| 5 | 4.82 |